Formula: C17H27N5O3
Source: the OMol25 dataset
Level of theory: ωB97M-V with the def2-TZVPD basis set

Structure (ORCA input):
```
! wB97M-V def2-TZVPD RIJCOSX def2/J DEFGRID3
* xyz 0 1
C -4.780 -1.838 3.521
C -4.171 -2.405 2.245
C -3.090 -1.500 1.669
C -2.489 -2.075 0.394
N -1.476 -1.205 -0.176
C -0.160 -1.142 0.101
C 0.301 -0.095 -0.657
C 1.703 0.433 -0.808
C 2.588 -0.009 0.362
C 1.752 1.976 -0.749
O 1.272 2.660 -1.874
C 2.002 2.269 -3.015
C 1.814 0.795 -3.278
N 2.259 0.001 -2.121
C 2.590 -1.313 -2.292
O 2.540 -2.145 -1.404
C 3.104 -1.716 -3.680
O 1.993 -1.790 -4.592
N 2.192 -2.886 -5.448
C 3.149 -3.595 -5.007
C 3.570 -4.843 -5.700
C 3.737 -3.096 -3.715
C 5.256 -3.093 -3.638
N -0.755 0.412 -1.348
N -1.822 -0.259 -1.049
H -5.553 -2.495 3.920
H -4.019 -1.710 4.293
H -5.232 -0.862 3.336
H -3.749 -3.395 2.446
H -4.955 -2.551 1.496
H -3.504 -0.514 1.446
H -2.296 -1.352 2.408
H -2.029 -3.046 0.581
H -3.254 -2.203 -0.370
H 0.327 -1.836 0.762
H 2.327 0.585 1.240
H 2.485 -1.061 0.597
H 3.634 0.182 0.119
H 1.155 2.299 0.103
H 2.801 2.258 -0.573
H 1.618 2.847 -3.854
H 3.068 2.503 -2.878
H 0.758 0.597 -3.473
H 2.378 0.507 -4.161
H 3.814 -0.966 -4.053
H 3.497 -5.695 -5.021
H 2.940 -5.022 -6.568
H 4.610 -4.772 -6.024
H 3.332 -3.698 -2.895
H 5.655 -4.106 -3.708
H 5.690 -2.498 -4.444
H 5.584 -2.674 -2.686
*
```

Summary:
- E_HOMO: -0.3358 Eh
- Largest force on an atom: 0.0010 hartree/bohr
- Energy: -31658.2992 eV
- Energy relative to the best compared isomer or geometry (same formula, charge and spin): 342.04 kJ/mol
- LUMO: 0.78 eV

Formula: C17H27N5O3S
Source: the OMol25 dataset
Level of theory: ωB97M-V with the def2-TZVPD basis set

Structure (ORCA input):
```
! wB97M-V def2-TZVPD RIJCOSX def2/J DEFGRID3
* xyz 0 1
C -0.384 -5.081 1.704
C -1.002 -4.888 0.325
C -0.077 -4.165 -0.654
C 0.183 -2.713 -0.264
C 1.017 -2.001 -1.332
N 1.264 -0.631 -0.968
C 0.422 0.417 -1.088
S -1.124 0.266 -1.849
C -1.768 1.948 -1.578
C -2.124 2.258 -0.117
N -3.281 1.623 0.456
C -4.547 1.920 -0.186
C -5.671 1.474 0.752
O -5.579 0.099 1.044
C -4.334 -0.203 1.629
C -3.180 0.198 0.706
N 0.908 1.546 -0.590
C 2.126 1.209 -0.116
C 2.383 -0.139 -0.327
C 3.615 -0.749 0.065
O 3.971 -1.901 -0.072
N 4.438 0.201 0.674
C 4.228 1.547 0.911
O 5.065 2.232 1.453
N 3.013 2.045 0.491
C 2.688 3.441 0.681
H 0.576 -5.587 1.623
H -1.037 -5.686 2.329
H -0.229 -4.128 2.203
H -1.936 -4.329 0.418
H -1.245 -5.868 -0.092
H 0.874 -4.696 -0.713
H -0.533 -4.184 -1.647
H 0.724 -2.672 0.682
H -0.769 -2.190 -0.144
H 0.491 -2.014 -2.291
H 1.987 -2.492 -1.435
H -0.990 2.630 -1.916
H -2.639 2.026 -2.228
H -1.260 2.018 0.507
H -2.288 3.340 -0.058
H -4.618 2.996 -0.360
H -4.662 1.390 -1.148
H -6.647 1.623 0.287
H -5.613 2.058 1.682
H -4.333 -1.279 1.808
H -4.231 0.331 2.585
H -2.226 -0.014 1.195
H -3.251 -0.395 -0.220
H 5.340 -0.139 0.987
H 1.799 3.532 1.305
H 2.493 3.908 -0.284
H 3.540 3.915 1.165
*
```

Summary:
- E_HOMO: -0.2939 Eh
- Largest force on an atom: 0.0271 hartree/bohr
- Energy: -42497.0895 eV
- Energy relative to the best compared isomer or geometry (same formula, charge and spin): 14.13 kJ/mol
- LUMO: 0.49 eV

Formula: C17H27N7O
Source: the OMol25 dataset
Level of theory: ωB97M-V with the def2-TZVPD basis set

Structure (ORCA input):
```
! wB97M-V def2-TZVPD RIJCOSX def2/J DEFGRID3
* xyz 0 1
C -9.726 -24.400 -22.639
C -9.627 -25.916 -22.464
C -8.675 -26.359 -21.370
O -10.186 -26.699 -23.184
H -9.357 -23.815 -21.802
H -10.736 -24.064 -22.856
H -9.071 -24.324 -23.515
H -9.039 -25.944 -20.426
H -7.696 -25.966 -21.635
H -8.694 -27.435 -21.218
C -6.862 -27.293 -24.801
C -6.354 -27.726 -23.505
N -5.984 -28.101 -22.485
H -6.543 -26.309 -25.136
H -7.944 -27.167 -24.707
H -6.575 -28.079 -25.496
C -4.050 -22.862 -17.891
C -3.738 -23.641 -16.726
N -3.463 -24.285 -15.820
H -4.794 -22.087 -17.694
H -4.228 -23.314 -18.863
H -3.196 -22.222 -18.159
C -5.859 -26.006 -14.712
C -6.322 -26.071 -16.072
N -6.551 -26.112 -17.197
H -5.802 -24.987 -14.335
H -4.848 -26.409 -14.668
H -6.495 -26.561 -14.021
C -5.047 -25.868 -20.323
C -3.600 -25.674 -20.271
N -2.468 -25.492 -20.251
H -5.568 -25.119 -19.730
H -5.347 -26.860 -19.994
H -5.379 -25.792 -21.358
C -6.382 -29.903 -19.858
C -5.255 -30.770 -20.227
N -4.403 -31.485 -20.516
H -5.918 -29.123 -19.252
H -6.975 -30.445 -19.110
H -7.114 -29.592 -20.589
C -4.106 -23.136 -25.985
C -4.419 -24.020 -24.857
N -4.693 -24.728 -23.995
H -3.435 -22.342 -25.672
H -5.059 -22.694 -26.288
H -3.756 -23.679 -26.858
C -1.834 -26.217 -23.462
C -1.641 -27.203 -24.532
N -1.487 -27.979 -25.368
H -2.015 -25.237 -23.885
H -1.027 -26.255 -22.737
H -2.747 -26.511 -22.943
*
```

Summary:
- E_HOMO: -0.3635 Eh
- Largest force on an atom: 0.0489 hartree/bohr
- Energy: -30542.4437 eV
- Energy relative to the best compared isomer or geometry (same formula, charge and spin): 16.05 kJ/mol
- LUMO: 0.09 eV

Formula: C17H27NO2
Source: the OMol25 dataset
Level of theory: ωB97M-V with the def2-TZVPD basis set

Structure (ORCA input):
```
! wB97M-V def2-TZVPD RIJCOSX def2/J DEFGRID3
* xyz 0 1
C 0.671 2.551 -1.832
C -0.744 2.305 -1.289
N -0.936 2.379 0.141
C -0.853 3.681 0.761
C 0.537 4.175 1.188
C -0.335 1.299 0.897
C -0.983 -0.020 0.560
C -2.354 -0.107 0.452
C -3.001 -1.305 0.141
C -4.477 -1.297 0.049
C -5.152 -2.600 -0.315
O -5.124 -0.292 0.256
C -2.220 -2.440 -0.062
C -0.844 -2.375 0.043
C -0.207 -1.174 0.354
O 1.136 -1.034 0.478
C 1.976 -2.146 0.244
C 3.427 -1.686 0.407
C 3.791 -0.682 -0.683
C 4.364 -2.890 0.374
H 0.698 2.309 -2.892
H 1.394 1.919 -1.321
H 0.965 3.590 -1.713
H -1.063 1.304 -1.596
H -1.429 3.024 -1.748
H -1.292 4.401 0.066
H -1.490 3.653 1.655
H 1.209 4.259 0.340
H 0.980 3.497 1.913
H 0.442 5.155 1.650
H 0.751 1.212 0.750
H -0.511 1.505 1.958
H -2.950 0.781 0.600
H -4.797 -2.951 -1.281
H -4.933 -3.357 0.435
H -6.227 -2.444 -0.363
H -2.672 -3.389 -0.303
H -0.268 -3.272 -0.119
H 1.754 -2.944 0.966
H 1.820 -2.535 -0.772
H 3.507 -1.193 1.381
H 4.795 -0.297 -0.526
H 3.094 0.152 -0.671
H 3.750 -1.153 -1.663
H 4.126 -3.589 1.173
H 5.394 -2.567 0.496
H 4.278 -3.411 -0.577
*
```

Summary:
- E_HOMO: -0.2955 Eh
- Largest force on an atom: 0.0110 hartree/bohr
- Energy: -23652.1494 eV
- Energy relative to the best compared isomer or geometry (same formula, charge and spin): 102.37 kJ/mol
- LUMO: 0.74 eV

Formula: C17H27NO2
Source: the OMol25 dataset
Level of theory: ωB97M-V with the def2-TZVPD basis set

Structure (ORCA input):
```
! wB97M-V def2-TZVPD RIJCOSX def2/J DEFGRID3
* xyz 0 1
C 3.299 4.420 0.535
C 2.302 3.453 1.021
O 2.852 2.137 0.984
C 2.060 1.158 1.398
C 2.633 0.263 2.275
C 1.995 -0.990 2.663
C 0.783 -1.248 2.171
C 0.070 -0.323 1.248
C -1.358 -0.670 0.629
O -2.096 0.452 0.231
C -2.282 -1.635 1.568
C -2.037 -3.169 1.480
C -1.536 -3.700 0.093
C -0.452 -2.757 -0.553
C -1.168 -1.434 -0.749
C -0.370 -0.720 -1.863
N -0.899 0.640 -2.309
C -2.225 0.838 -2.960
C 0.117 1.629 -2.808
C 0.735 0.830 0.809
H 3.951 4.652 1.397
H 3.838 4.023 -0.431
H 2.727 5.320 0.297
H 1.400 3.524 0.462
H 2.045 3.714 2.056
H 3.562 0.509 2.701
H 2.526 -1.670 3.291
H 0.251 -2.199 2.420
H -1.528 0.895 -0.491
H -3.342 -1.479 1.342
H -2.175 -1.406 2.696
H -1.354 -3.473 2.187
H -3.057 -3.503 1.790
H -2.402 -3.878 -0.525
H -1.086 -4.702 0.006
H 0.417 -2.776 0.134
H -0.197 -3.243 -1.435
H -2.114 -1.532 -1.245
H -0.380 -1.368 -2.697
H 0.648 -0.585 -1.595
H -2.627 -0.092 -3.467
H -2.152 1.655 -3.690
H -2.980 1.258 -2.289
H 0.049 1.909 -3.865
H 0.141 2.595 -2.331
H 1.171 1.165 -2.649
H 0.249 1.512 0.072
*
```

Summary:
- E_HOMO: -0.3057 Eh
- Largest force on an atom: 0.0788 hartree/bohr
- Energy: -23649.1294 eV
- Energy relative to the best compared isomer or geometry (same formula, charge and spin): 393.76 kJ/mol
- LUMO: 0.79 eV

Formula: C17H28Br18Cl22
Source: the OMol25 dataset
Level of theory: ωB97M-V with the def2-TZVPD basis set

Structure (ORCA input):
```
! wB97M-V def2-TZVPD RIJCOSX def2/J DEFGRID3
* xyz 0 1
C -5.617 -0.645 0.113
Br -6.111 0.143 1.785
Br -4.044 0.024 -0.575
Br -6.967 -0.539 -1.212
H -5.416 -1.702 0.352
C 1.925 -2.680 3.808
Br 0.807 -1.795 5.125
Br 2.016 -4.638 3.999
Br 3.709 -1.929 3.634
H 1.414 -2.445 2.894
C -0.808 5.722 0.734
Br -1.878 6.171 2.315
Br -0.315 7.409 -0.146
Br -1.698 4.501 -0.395
H 0.131 5.271 0.939
C -2.982 6.098 -3.299
Br -1.141 5.846 -3.993
Br -4.084 4.764 -3.995
Br -3.526 7.835 -3.677
H -3.049 6.031 -2.201
C -0.607 0.545 0.209
Br 0.540 1.710 1.197
Br -0.089 -1.264 0.549
Br -0.426 0.905 -1.702
H -1.604 0.822 0.494
C -5.316 5.054 0.457
Br -5.953 5.105 2.353
Br -5.374 6.712 -0.426
Br -6.186 3.566 -0.460
H -4.292 4.748 0.556
C -0.974 -6.528 1.355
Cl 0.199 -5.413 0.601
Cl -1.480 -7.930 0.364
H -0.475 -6.970 2.255
H -1.952 -6.075 1.465
C -2.311 -3.804 -1.429
Cl -2.812 -3.042 -2.905
Cl -3.581 -4.151 -0.254
H -1.743 -4.727 -1.646
H -1.524 -3.106 -1.011
C 2.537 4.582 -1.625
Cl 2.501 4.485 0.158
Cl 2.316 2.922 -2.354
H 1.757 5.213 -1.822
H 3.517 5.030 -1.917
C 1.912 -6.572 -2.677
Cl 0.910 -5.255 -3.413
Cl 2.498 -7.699 -3.839
H 2.784 -6.066 -2.339
H 1.362 -7.068 -1.968
C 2.939 -2.337 -1.552
Cl 3.634 -3.067 -2.938
Cl 3.275 -3.296 -0.047
H 3.425 -1.387 -1.272
H 1.872 -2.250 -1.624
C 5.759 1.123 1.135
Cl 4.866 2.611 0.865
Cl 4.815 -0.338 0.746
H 6.660 0.979 0.476
H 5.889 1.111 2.224
C 3.052 1.452 4.181
Cl 4.075 1.519 5.638
Cl 2.289 3.079 3.994
H 3.704 1.192 3.241
H 2.404 0.590 4.359
C -0.397 -0.827 -5.491
Cl -1.639 0.241 -4.723
Cl 0.618 -1.632 -4.286
H -0.964 -1.553 -6.084
H 0.279 -0.160 -6.029
C -1.387 2.352 4.252
Cl -2.600 1.556 3.221
Cl -1.616 2.062 6.001
H -0.374 1.949 4.043
H -1.510 3.400 4.029
C -3.811 -3.883 4.344
Cl -4.972 -5.115 3.696
Cl -2.130 -4.422 4.406
H -3.901 -3.008 3.703
H -4.120 -3.737 5.372
C 6.337 0.372 -4.485
Cl 6.880 1.991 -5.041
Cl 4.781 0.465 -3.609
H 6.235 -0.208 -5.366
H 7.131 0.003 -3.810
*
```

Summary:
- E_HOMO: -0.3742 Eh
- Largest force on an atom: 0.0610 hartree/bohr
- Energy: -1554339.2409 eV
- LUMO: -0.43 eV

Formula: C17H28N2SiZn
Source: the OMol25 dataset
Level of theory: ωB97M-V with the def2-TZVPD basis set

Structure (ORCA input):
```
! wB97M-V def2-TZVPD RIJCOSX def2/J DEFGRID3
* xyz 0 1
C 2.842 -1.597 0.320
C 1.749 0.617 -1.823
C 2.726 -1.950 -1.005
H 2.159 -1.996 1.088
C 0.842 -0.396 -2.321
H 1.759 1.507 -2.476
H 3.599 -1.760 -1.694
H 0.268 0.000 -3.182
C 1.667 -2.880 -1.482
H 1.009 -3.331 -0.722
H 2.010 -3.689 -2.181
C 3.210 -0.051 0.357
H 4.255 0.089 0.700
H 2.653 0.465 1.186
C 3.088 0.617 -1.018
H 3.851 0.209 -1.738
H 3.350 1.710 -0.941
C 0.866 -1.932 -2.436
H 1.026 -2.083 -3.502
H -0.169 -2.248 -2.379
Zn 0.197 0.588 -0.898
H 3.671 -2.235 0.252
C 1.682 3.591 1.242
C 0.355 2.937 1.563
C -0.425 3.332 2.645
C -1.633 2.708 2.890
C -2.049 1.655 2.114
C -1.226 1.248 1.049
N -0.075 1.935 0.778
N -1.413 0.220 0.183
Si -2.771 -0.914 0.121
C -3.050 -1.673 1.817
C -4.167 0.145 -0.529
C -2.491 -2.286 -1.112
H 2.446 3.206 1.953
H 1.987 3.381 0.195
H 1.557 4.684 1.415
H -0.045 4.148 3.234
H -2.247 3.087 3.686
H -2.998 1.151 2.291
H -2.993 -0.940 2.636
H -4.046 -2.145 1.852
H -2.304 -2.462 2.001
H -3.951 0.378 -1.583
H -5.123 -0.393 -0.481
H -4.251 1.087 0.033
H -2.328 -1.893 -2.123
H -1.663 -2.948 -0.834
H -3.407 -2.894 -1.142
*
```

Summary:
- E_HOMO (alpha / beta): -0.2277 / -0.2003 Eh
- Largest force on an atom: 0.1199 hartree/bohr
- Energy: -77354.5378 eV
- Energy relative to the best compared isomer or geometry (same formula, charge and spin): 48.54 kJ/mol
- LUMO (alpha / beta): 0.56 / 0.53 eV

Formula: C17H28N4O2S
Source: the OMol25 dataset
Level of theory: ωB97M-V with the def2-TZVPD basis set

Structure (ORCA input):
```
! wB97M-V def2-TZVPD RIJCOSX def2/J DEFGRID3
* xyz 0 1
C -3.621 1.205 1.438
C -2.441 1.720 2.186
C -2.286 1.739 3.537
S -0.768 2.428 3.973
C -0.448 2.653 2.267
C 0.837 3.244 1.784
N 1.057 2.906 0.395
C 0.388 3.716 -0.593
C 1.557 1.663 0.151
O 2.046 1.000 1.047
C 1.501 1.187 -1.289
C 1.773 -0.334 -1.393
C 2.660 -0.568 -2.612
O 3.710 0.029 -2.753
N 2.233 -1.444 -3.542
C 0.968 -2.133 -3.531
C -0.006 -1.326 -2.679
N 0.595 -1.175 -1.377
C -0.316 -0.989 -0.261
C -0.289 -2.176 0.725
C 1.126 -2.359 1.272
C -1.244 -1.864 1.878
C -0.736 -3.456 0.018
N -1.390 2.244 1.498
H -3.289 0.521 0.659
H -4.148 2.030 0.959
H -4.301 0.690 2.109
H -2.960 1.391 4.292
H 0.828 4.332 1.904
H 1.664 2.832 2.372
H 0.943 3.707 -1.529
H -0.637 3.372 -0.766
H 0.348 4.742 -0.231
H 2.283 1.712 -1.844
H 0.530 1.422 -1.726
H 2.385 -0.592 -0.519
H 2.872 -1.617 -4.305
H 1.082 -3.136 -3.100
H 0.602 -2.232 -4.557
H -0.208 -0.361 -3.180
H -0.945 -1.870 -2.586
H -1.339 -0.867 -0.636
H -0.069 -0.083 0.296
H 1.797 -2.674 0.477
H 1.136 -3.118 2.052
H 1.495 -1.426 1.689
H -2.263 -1.738 1.517
H -0.944 -0.948 2.382
H -1.238 -2.672 2.606
H -0.074 -3.669 -0.818
H -1.753 -3.358 -0.358
H -0.706 -4.298 0.705
*
```

Summary:
- E_HOMO: -0.3070 Eh
- Largest force on an atom: 0.0204 hartree/bohr
- Energy: -38975.3797 eV
- Energy relative to the best compared isomer or geometry (same formula, charge and spin): 19.30 kJ/mol
- LUMO: 0.64 eV

Question: Which formula does entry 3 have?
Answer: C17H27N7O